# 1
Entry from the OMol25 dataset: C46H49BN12O3Si2W as an isolated structure (ωB97M-V/def2-TZVPD).

Summary:
**Multiplicity**: 3
**Energy relative to the best compared isomer or geometry (same formula, charge and spin)**: 25.1 kcal per mole
**LUMO level (spin up / spin down)**: -5.62 / -6.41 eV
**Gap between HOMO and LUMO (spin up / spin down)**: 6.8 / 6.0 eV
**Total charge**: +2
**Highest occupied orbital energy (spin up / spin down)**: -12.4 / -12.4 eV

Element x y z (Å)
H 2.0544 2.8415 0.8116
C -0.9753 -4.8287 0.5925
H -1.5981 0.2070 2.7466
H 2.7970 -1.7180 -2.9218
C -6.7506 -1.1725 -2.2356
H 2.2934 -1.0819 1.8739
C 0.3363 0.4796 -5.2153
H -0.9453 3.7886 -1.8303
H 3.2306 4.0645 -1.2497
H -0.6300 -0.0627 5.7585
H -0.2979 1.3503 -2.7239
O 3.1524 -1.6297 -0.6369
C -2.7022 -2.0526 4.1127
C -1.8135 -3.7331 0.8492
C -3.6577 -9.7805 2.3038
C 4.4888 -1.2722 -0.5102
H -5.0684 2.5105 -2.0730
C -5.3380 -0.2173 -0.0564
C -1.5883 -8.3285 1.2460
H -4.4519 -10.3883 2.7147
C -1.4220 -9.7106 1.3302
H 3.9024 1.0352 -3.4942
H 5.8125 1.7849 0.1643
N -6.0248 -3.5181 1.4085
H 3.0077 2.1469 -4.5395
N -1.6570 1.2522 -0.2418
H -7.3137 -1.5372 -3.0838
H 0.0785 4.0762 -3.2420
H 0.7622 0.0900 -6.1421
C 3.1372 1.0995 -4.2699
N 1.1619 -1.2020 3.6170
H 1.1490 -2.2079 -3.3063
C 0.6242 -3.2650 -0.2866
C -6.4929 -2.0158 -1.1689
N -0.1710 -2.2214 -0.0141
C -5.7765 -1.5341 -0.0742
C -1.3836 -2.4758 0.5341
C 5.7628 0.7270 -0.0532
H -4.8169 0.1585 0.8165
H -4.3076 -2.5356 7.5755
Si 1.5401 0.2647 -3.7923
C -6.2909 0.1425 -2.2278
H 0.1201 1.5388 -5.3773
H 0.9594 -5.3541 -0.2336
B 2.4156 -0.4597 -0.4617
H 2.2990 -1.9007 -4.5944
N -0.7720 -7.3224 0.7772
C 6.8312 -1.4200 -0.4519
C -3.8164 -8.4191 2.2189
C -2.6304 -1.7810 6.4868
H -2.0271 -1.6188 0.7081
H 3.0883 3.6646 -2.9537
N -2.6433 -6.3249 1.4812
C 0.6540 1.0282 -2.2675
C -0.6490 -1.0037 5.2076
C -5.5150 -2.3835 1.0876
C -2.4757 -10.4157 1.8655
H -1.5357 2.2494 1.6758
N -3.3278 2.4674 0.6195
C -3.9709 -2.6190 4.2205
H -4.7176 -7.9225 2.5510
C 0.2594 -4.5660 0.0063
C 6.9068 -0.0584 -0.1704
H -2.1092 -1.9230 -3.5999
H 5.5440 -3.1185 -0.8509
H -6.4963 0.7899 -3.0719
H -2.7876 -3.9065 1.2874
C -1.4614 -6.1509 0.9489
C 0.0786 3.9991 -2.1525
H -2.2607 -1.9688 3.1300
N -1.5668 -1.4836 -2.8800
N 0.2926 -0.2391 1.7954
O 3.2790 0.5967 -0.1853
H -2.3987 -11.4909 1.9535
O -4.6560 -1.9158 2.0306
C -2.6700 1.2891 -1.1055
N -3.6614 2.0032 -0.6029
N -5.5042 -3.8469 2.6572
H 7.8769 0.4006 -0.0403
H 3.7706 2.4867 -1.8210
H -2.7168 0.8089 -2.0673
C 3.0093 3.2515 -1.9488
C -2.1172 2.0147 0.8007
H 3.5261 0.5836 -5.1520
C -4.5473 -2.8171 5.4643
C 4.5634 0.0771 -0.2330
H 0.9122 1.5996 0.7889
H 0.3540 4.9790 -1.7552
C -0.5997 -0.1951 2.7882
H -5.5292 -3.2643 5.5387
C -2.7558 -7.6814 1.6788
H 1.5797 -3.0421 -0.7367
C -3.8633 -2.3993 6.5993
C -5.5847 0.6235 -1.1356
H -0.6190 -0.0277 -5.0578
C -5.0482 2.0377 -1.0926
W 0.1740 -0.0742 -0.4929
C 1.3676 -0.8670 2.3781
C 5.6083 -2.0625 -0.6294
C -0.9162 -0.9882 -2.0653
H -5.5861 2.6734 -0.3917
H 0.1568 -7.4395 0.4131
C 1.1171 2.5782 0.3207
H -2.1213 -1.4358 7.3790
H 0.3158 3.2249 0.6799
H 0.0751 -1.6704 5.6725
H 7.7443 -1.9927 -0.5356
H -6.8466 -3.0381 -1.1667
C 1.9678 -1.5557 -3.6105
C -4.7237 -2.8852 2.9920
N -0.0932 -0.7720 3.8686
Si 1.2772 2.6912 -1.5690
C -2.0303 -1.6158 5.2386
H -0.5208 -10.2064 0.9965

---

# 2
Entry from the OMol25 dataset: C3H5Cl2F3Si as an isolated structure at a distorted geometry (ωB97M-V/def2-TZVPD).

Summary:
**Energy relative to the best compared isomer or geometry (same formula, charge and spin)**: 85.0 kcal per mole
**LUMO level**: -0.67 eV
**Gap between HOMO and LUMO**: 8.8 eV
**Highest occupied orbital energy**: -9.5 eV

Element x y z (Å)
Cl -3.7802 0.7971 2.4428
C 0.6575 -0.1024 0.4381
Cl -4.1763 1.1935 -0.7292
H 2.4452 -0.9731 -0.2818
C 2.0938 0.0188 0.0862
C 0.1013 -0.6982 -0.9495
H 2.9340 0.3150 0.8598
H 0.2617 -0.7875 1.2862
Si -2.7101 1.2003 0.7821
F 0.6485 -1.8536 -1.1766
H 2.2398 0.7635 -0.6097
F -1.2178 -1.0464 -0.8916
H 0.1548 1.1181 0.6970
F 0.3478 0.0549 -1.9537

---

# 3
Entry from the OMol25 dataset: C20H23N4O3OsS as an isolated structure (ωB97M-V/def2-TZVPD).

Summary:
**Multiplicity**: 5
**LUMO level (spin up / spin down)**: -3.39 / -5.65 eV
**Gap between HOMO and LUMO (spin up / spin down)**: 7.3 / 5.1 eV
**Total charge**: +1
**Highest occupied orbital energy (spin up / spin down)**: -10.7 / -10.7 eV

Element x y z (Å)
C -2.8845 3.9959 0.6813
C 1.5019 2.0548 0.5603
C -1.5259 4.0425 0.3887
O -1.4710 -0.1635 2.1611
H -2.6320 -0.2369 5.2937
H -0.0980 -2.6756 3.0671
C -2.5107 -0.5745 4.2642
O -1.8258 1.8740 -0.9835
C 0.7807 -2.4249 -0.2198
H -3.4852 3.1829 0.2992
H -0.6912 6.9086 1.9691
C -0.3440 0.7065 4.1242
N 0.1619 1.8988 0.4354
Os 0.1602 -0.0425 1.2705
H -1.8821 2.4281 2.6430
C 0.4544 -4.3094 1.8028
C 3.5118 3.0360 0.6890
H 0.2153 1.4741 3.5725
H 0.3152 5.1329 0.5822
C -3.4528 4.9967 1.4390
H 0.3297 -5.0494 2.5811
H -3.4965 -0.7008 3.8215
N 2.0206 0.8348 0.9033
O 0.0846 3.3913 -1.5432
H 3.6948 -0.2485 1.4646
C 0.9800 -3.7694 -0.4920
C 0.8247 -4.7052 0.5212
H 0.9852 -5.7536 0.3110
C -2.6699 6.0554 1.9226
H 1.2581 -4.0848 -1.4880
H 0.2497 -0.2096 4.2021
N -3.2241 7.0314 2.6942
H -4.2237 7.1019 2.7606
H 5.1940 1.7792 1.2255
C 0.2239 -2.9741 2.0786
H -2.0127 -1.5429 4.2743
H -4.5124 4.9738 1.6572
H -0.4709 1.0919 5.1361
C 0.4040 -2.0169 1.0699
H 0.9138 -1.6981 -1.0172
C -0.7339 5.0958 0.8451
S -0.8138 2.8096 -0.5985
C -1.7008 0.4425 3.4778
C 3.3297 0.7289 1.1776
N 2.2137 3.1676 0.4652
H -2.7039 7.8696 2.8818
C 4.1321 1.8342 1.0482
H 4.0990 3.9422 0.6003
H -3.4064 1.5373 2.7469
C -1.2980 6.0858 1.6151
C -2.4622 1.7353 3.2512
H -2.6731 2.2112 4.2092

---

# 4
Entry from the OMol25 dataset: the molecule C2H6NOPS at a distorted geometry (ωB97M-V/def2-TZVPD).

Summary:
**Energy relative to the best compared isomer or geometry (same formula, charge and spin)**: 25.7 kcal per mole
**LUMO level (spin up / spin down)**: -1.25 / -1.31 eV
**Gap between HOMO and LUMO (spin up / spin down)**: 7.4 / 7.4 eV
**Highest occupied orbital energy (spin up / spin down)**: -8.7 / -8.7 eV

Element x y z (Å)
H -0.8284 -1.5920 0.0828
S -3.6591 -0.0849 0.1157
H -0.8772 -1.2967 -1.7601
P -0.9707 0.8306 -0.6361
O -3.4372 -0.7365 -1.1474
H 0.6577 -0.9480 -0.9324
C 0.4574 1.3976 0.4276
H 1.0496 1.9549 -0.3823
N -2.2080 0.7590 0.5660
C -0.4173 -0.9981 -0.7702
H 0.8762 0.5233 0.9252
H 0.1757 2.0785 1.2719

---

# 5
Entry from the OMol25 dataset: the molecule C4H9N (ωB97M-V/def2-TZVPD).

Summary:
**Energy relative to the best compared isomer or geometry (same formula, charge and spin)**: 25.0 kcal per mole
**LUMO level**: 1.27 eV
**Gap between HOMO and LUMO**: 10.3 eV
**Highest occupied orbital energy**: -9.0 eV

Element x y z (Å)
C -1.8603 0.5110 -0.3527
H 0.6299 -1.1318 1.5389
H 2.2962 0.3570 -1.3849
N 0.5289 -0.3373 -0.4976
H 1.9108 1.1557 0.1520
C 0.0006 -1.0519 0.6511
H 2.5366 -0.5050 0.1414
H -0.1870 1.0993 0.9541
H -2.1222 -0.3427 -0.9857
H -1.8467 1.4088 -0.9814
C -0.5148 0.2918 0.2928
C 1.8824 0.1973 -0.3850
H -0.5810 -1.9446 0.4217
H -2.6416 0.6372 0.4069